Record 1
ORCA calculation (ωB97M-V with the def2-TZVPD basis set) on C38H51BrHgNP3 as an isolated structure.

Structure (XYZ):
```
95
Properties=species:S:1:pos:R:3:forces:R:3:lowdin_charge:R:1
C 4.972882 1.362146 2.584332 0.3 0.0 -0.1 -0.05
Hg 0.276969 0.196817 -0.014671 -0.5 0.7 -0.3 0.72
C -3.518634 -1.775137 0.037272 -0.9 0.8 -0.3 -0.24
H 0.550125 1.758502 -2.988026 0.1 -0.3 -0.2 0.06
H -5.810184 -1.189531 -2.422815 0.1 0.1 0.5 0.12
H -1.924373 1.932770 -2.798047 -0.1 -0.1 0.2 0.07
H -0.677240 5.545813 -1.592935 -0.2 -0.1 -0.1 0.09
H 2.218556 2.464145 0.093786 0.2 -0.1 0.2 0.07
C -1.360247 4.693281 -1.486059 0.0 0.4 0.0 -0.13
C -0.580476 -0.317715 4.219233 0.3 0.2 -0.3 -0.10
C -2.216083 -2.293157 0.246754 1.9 0.6 0.1 0.04
C 3.043053 -0.380244 -2.034779 0.0 0.0 0.1 -0.40
H -3.512145 1.504842 0.784282 0.2 0.1 0.0 0.07
C -2.712540 2.242027 0.945010 0.0 0.0 0.1 -0.38
H 3.482941 -3.653000 0.878011 -0.3 -0.2 0.1 0.11
H -0.231728 0.481005 -3.918457 0.2 0.1 0.1 0.09
C -2.537184 1.665586 -1.922655 0.0 0.0 -0.1 -0.39
C 1.743258 1.026213 -4.654094 0.1 0.1 -0.4 -0.12
C 0.724683 -5.702383 1.212730 0.3 0.6 0.0 -0.08
H -2.660653 0.570858 -1.945026 0.0 0.3 0.0 0.05
C -1.031491 -2.558482 0.419620 -1.5 0.2 -0.1 -0.02
H -1.865858 -1.422460 5.546204 0.3 0.0 -0.2 0.12
H 3.225196 -0.718880 -1.001248 -0.1 0.1 -0.3 0.07
C 0.251596 2.626819 3.053539 -0.4 0.0 0.0 -0.21
P -1.527434 2.015598 -0.435206 -0.4 -0.2 -0.2 0.85
C 1.488774 -1.398127 3.597553 -0.1 0.3 -0.2 -0.11
H -2.548483 4.415452 1.266751 -0.2 -0.2 0.0 0.07
C 1.415104 -3.022546 0.690336 -0.2 -0.3 0.0 -0.10
H 4.932737 -1.091220 -2.722198 -0.2 -0.1 -0.2 0.09
H -0.331840 -2.200988 -2.468963 0.3 0.0 -0.1 0.07
H -4.602357 1.973554 -1.233845 0.3 0.1 -0.2 0.07
H 3.384648 0.574454 3.802494 0.1 0.1 -0.1 0.11
H -4.350223 2.114443 -2.976953 0.0 0.1 0.2 0.09
C -4.267774 -1.248413 1.110394 -0.2 -0.1 -0.4 -0.01
H 1.657032 -1.971091 0.516623 0.0 -0.3 0.0 0.04
C 2.065197 -5.280082 1.167662 0.1 -0.2 0.0 -0.66
H 0.482401 -3.356323 -4.521190 0.0 0.2 -0.1 0.09
H 3.332962 0.681867 -2.056235 -0.1 -0.2 0.0 0.08
H 0.461986 3.455232 2.369097 0.0 -0.2 0.1 0.05
H -1.280950 0.512510 4.124422 0.1 -0.2 0.2 0.09
C -0.919765 -1.420312 4.997118 -0.1 -0.1 0.1 -0.06
H -3.835152 3.437831 -1.924640 0.0 -0.4 0.0 0.06
H 1.346878 1.804795 -5.316561 0.2 -0.1 0.1 0.09
C 2.433122 -3.949650 0.907320 -0.6 -0.3 0.1 -0.12
H 6.380297 2.169564 1.149645 -0.3 -0.1 0.1 0.12
P 0.880828 1.083136 2.320338 0.7 -0.7 -0.3 0.91
H 4.592800 2.896331 -0.430505 -0.1 -0.1 0.2 0.11
C -5.563389 -0.782485 0.846169 0.7 -0.1 -0.5 -0.12
H 3.632169 -2.271977 -2.971861 0.0 0.3 0.0 0.08
H -1.654903 4.379768 -2.495805 0.1 0.0 0.3 0.08
P 1.230246 -0.422183 -2.271541 0.1 -0.2 1.0 0.87
H -2.246978 5.053778 -0.949852 0.2 -0.2 -0.2 0.07
C 2.990265 2.135898 0.796786 0.0 -0.4 0.2 -0.13
C -5.352402 -1.217071 -1.426707 0.5 0.2 0.5 -0.12
C -3.310133 3.638941 1.111502 -0.3 0.2 0.2 -0.12
C 0.822976 -2.333303 -4.322635 0.1 -0.2 -0.2 -0.12
C 0.643225 -0.269512 3.518214 -0.2 -0.7 0.3 -0.36
H 0.450995 -6.737814 1.412941 0.2 0.3 0.0 0.12
C -0.625669 3.592441 -0.723115 0.0 -0.1 0.1 -0.40
C 1.140258 -2.501873 4.373810 -0.2 0.0 0.0 -0.06
H 1.883019 0.118597 -5.257683 0.0 0.3 0.2 0.07
H 0.747348 2.820876 4.013339 0.0 -0.2 -0.3 0.08
H 1.863327 -2.262848 -4.670297 -0.4 0.0 0.1 0.07
C -0.065915 -2.523836 5.074227 0.0 0.3 -0.1 -0.05
H -6.189238 -0.408944 1.662409 0.1 0.0 -0.4 0.12
C 3.879844 -1.202513 -3.009859 0.3 0.0 -0.2 -0.12
C -0.267959 -4.754199 0.985217 0.3 -0.1 -0.1 -0.01
H -0.300371 3.955003 0.265270 -0.1 -0.1 -0.2 0.07
H -0.351315 -3.392875 5.667472 0.1 0.3 -0.1 0.12
H -3.837450 -1.156534 2.108545 -0.2 -0.3 -0.2 0.12
C 0.705274 -2.077556 -2.820031 -0.1 0.0 0.1 -0.38
H 1.801832 -3.367733 4.427850 -0.1 0.3 -0.1 0.12
N -6.069933 -0.754754 -0.393932 -0.2 -0.3 0.0 0.08
C -3.905983 2.343928 -1.999987 -0.2 0.1 -0.3 -0.13
C 0.066010 -3.422697 0.703919 0.9 -0.2 0.1 -0.26
H 0.201403 -1.648837 -4.915268 0.2 -0.2 0.2 0.08
C 4.333215 2.379626 0.493987 -0.3 0.0 0.1 -0.07
H -2.194670 1.928108 1.863354 -0.2 0.1 -0.3 0.04
H -0.826016 2.576680 3.226309 0.2 0.1 0.0 0.03
H 3.780670 -0.849024 -4.044760 0.0 -0.1 0.3 0.07
H 0.293729 3.319166 -1.267102 -0.2 0.1 0.2 0.05
H 2.722057 1.361175 -4.285050 -0.3 -0.1 -0.1 0.08
H -3.936345 3.924307 0.254849 0.3 -0.1 0.3 0.07
H -1.324004 -5.007327 0.995218 0.2 -0.2 0.0 0.13
C -4.049295 -1.703820 -1.269608 -0.3 0.1 0.5 -0.02
Br 3.447240 -6.562583 1.471510 -0.4 0.4 -0.1 0.77
C 3.640191 1.076850 2.875037 -0.1 0.3 -0.2 -0.08
C 0.740984 0.812561 -3.523862 -0.2 0.1 0.2 -0.39
H -3.450058 -1.978587 -2.137378 -0.2 -0.2 0.3 0.12
H 2.411429 -1.437119 3.019262 -0.1 0.1 0.2 0.10
H 5.749465 1.105698 3.308539 -0.3 0.0 -0.3 0.12
H -3.964007 3.640292 1.993896 0.2 0.1 -0.2 0.09
H 1.306083 -2.801156 -2.249455 -0.1 0.2 -0.1 0.09
C 2.628445 1.452246 1.979422 0.7 0.0 0.1 -0.39
C 5.333121 1.977368 1.381313 -0.3 0.0 0.2 -0.05
```
Positions in Å, forces in eV/Å.

Results
Electronic energy in eV: -143793.6369
Molar mass in g/mol: 895.2
Largest force on an atom in eV/A: 1.98
2S+1: 1
Total charge: +2
Relative energy (zero: lowest compared OMol25 entry of this formula, charge and spin) in eV: 0.0000
HOMO in eV: -13.2370

Record 2
ORCA calculation (ωB97M-V with the def2-TZVPD basis set) on C26H18BiBr2F3N5O2S as an isolated structure.

Structure (XYZ):
```
58
Properties=species:S:1:pos:R:3:forces:R:3:lowdin_charge:R:1
C 0.405643 -2.684129 1.815800 0.0 -0.1 0.0 -0.12
H -3.484611 -0.982688 -4.878237 0.0 0.0 0.0 0.13
O -3.620234 2.089533 2.312372 0.0 0.1 -0.1 0.14
N -0.371429 -1.600354 1.835239 0.0 0.0 0.3 -0.07
H 0.341133 5.984849 0.016603 0.0 0.0 0.0 0.12
C -1.736393 3.061992 1.290963 -0.1 0.3 0.0 -0.19
N 3.508511 0.905169 3.646090 -0.1 0.1 0.1 0.06
C -0.033788 -0.011676 -0.466502 0.2 0.1 -0.2 -0.27
C -1.126761 -3.235886 -3.957615 -0.1 0.0 0.0 0.00
C 6.227379 0.533594 3.733869 0.1 0.1 0.2 -0.04
C -1.697965 -1.729517 1.851011 -0.1 -0.3 0.0 -0.19
C -2.658965 -1.407950 -4.323673 0.1 0.0 0.0 0.01
Br -0.357662 3.009619 -2.746549 0.1 -0.1 0.0 0.62
H 0.295162 -2.954693 -2.381204 0.0 0.0 0.0 0.12
H -2.115263 6.285607 0.379237 0.0 0.0 0.0 0.12
C 1.276601 2.044499 -3.095097 -0.1 0.1 0.1 -1.01
H -0.761043 -4.216438 -4.228396 0.0 0.0 0.0 0.12
C -0.536392 -2.527138 -2.925483 0.1 0.0 0.0 -0.01
C -1.638743 5.335264 0.577696 0.1 -0.1 0.0 -0.02
H 1.031132 1.024265 -3.359804 0.0 0.0 0.1 -0.01
F -2.632358 -2.932645 -6.940085 0.0 0.0 0.1 0.15
H 6.208043 1.802559 5.452106 0.0 -0.1 0.0 0.11
H 5.877037 -0.636028 2.076649 0.0 0.0 -0.1 0.14
Bi 0.374452 0.655356 1.554081 0.0 0.0 0.0 1.62
C -2.305945 -2.974082 1.855563 0.0 0.0 0.0 0.03
H 0.527673 -4.817633 1.804432 0.0 0.0 0.0 0.12
C 4.107503 0.165234 2.690479 0.1 -0.1 0.0 -0.83
C 0.291529 3.939729 0.632583 0.0 0.1 0.0 -0.17
N -0.434330 2.904048 1.051850 -0.1 0.0 0.0 -0.06
H -3.385127 -3.022114 1.871138 0.0 0.0 0.0 0.13
Br 2.474351 1.990648 -1.578644 0.1 0.0 -0.1 0.60
H -3.431841 4.350776 1.288443 0.0 0.0 0.0 0.13
F -4.247458 -3.368276 -5.569337 0.1 0.0 0.0 0.14
H 7.289982 0.337751 3.706937 0.0 -0.1 -0.1 0.14
C 4.237311 1.440033 4.598004 0.1 -0.1 -0.1 -0.09
C -2.520648 1.904811 1.861933 0.0 -0.2 0.1 -0.43
N -1.841770 0.691915 1.822001 0.0 0.1 0.1 -0.06
N 5.468094 -0.035291 2.779033 -0.2 0.1 0.2 0.07
H -2.435126 0.286126 -3.037836 0.0 0.0 0.1 0.11
C -2.201358 -2.682495 -4.635991 -0.1 0.1 0.0 -0.11
C -1.014399 -1.263590 -2.573902 -0.1 -0.1 0.0 -0.24
S 3.290851 -0.526389 1.407518 0.1 -0.3 -0.4 0.56
H 3.695680 1.996688 5.355437 0.0 0.0 0.0 0.12
C -2.377240 4.269941 1.067568 0.0 0.0 0.0 0.03
C -0.128095 -3.959064 1.817893 -0.1 0.0 0.0 -0.02
O -3.758193 -0.604352 1.784401 0.1 0.0 0.0 0.13
C -2.912221 -3.439521 -5.723486 0.0 0.0 -0.1 -0.58
F -2.577657 -4.738143 -5.743744 0.0 0.1 0.0 0.14
H -1.953404 -5.091748 1.839757 0.0 0.0 0.0 0.12
H 1.796193 2.566209 -3.887124 0.0 0.0 0.0 0.00
C -2.559726 -0.488260 1.833264 -0.1 0.1 0.0 -0.44
H 1.351006 3.768021 0.499281 0.0 0.0 -0.1 0.08
C 5.637186 1.315667 4.678403 -0.1 0.0 0.0 -0.02
C -2.069879 -0.698067 -3.294490 0.0 0.0 -0.1 -0.01
C -0.474348 -0.584856 -1.435395 0.1 0.1 0.0 -0.12
C -0.277028 5.171777 0.368965 0.0 0.0 0.1 -0.05
H 1.473390 -2.512649 1.786656 0.0 0.0 0.0 0.06
C -1.508440 -4.106023 1.839361 0.1 0.1 0.0 -0.01
```
Positions in Å, forces in eV/Å.

Results
Electronic energy in eV: -203706.6431
Molar mass in g/mol: 890.3
Largest force on an atom in eV/A: 0.51
2S+1: 1
Total charge: +1
HOMO in eV: -11.2719

Record 3
ORCA calculation (ωB97M-V with the def2-TZVPD basis set) on an isolated ion of composition C3H3N2O and charge +1.

Structure (XYZ):
```
9
Properties=species:S:1:pos:R:3:forces:R:3:lowdin_charge:R:1
O 0.006310 0.215833 -0.915987 -1.6 -1.2 -1.8 0.13
H 0.604285 1.919963 0.196316 1.7 -1.6 0.1 0.16
H 2.721017 -0.676404 0.599754 0.0 -0.1 0.2 0.09
C -1.157483 0.228132 -0.599791 1.6 0.1 -0.6 -0.11
H -3.677426 -0.027230 1.147069 0.1 -1.1 0.4 0.12
N -2.057851 0.261846 0.195490 -1.6 -0.9 0.8 0.08
C 1.972772 0.080438 0.499749 0.2 0.2 -0.3 0.26
C 1.165934 0.925630 0.133478 -0.5 2.8 1.7 -0.01
N -3.104511 0.657795 0.676834 0.1 1.8 -0.4 0.27
```
Positions in Å, forces in eV/Å.

Results
Electronic energy in eV: -8171.2879
Molar mass in g/mol: 83.1
Largest force on an atom in eV/A: 3.32
2S+1: 1
Total charge: +1
Relative energy (zero: lowest compared OMol25 entry of this formula, charge and spin) in eV: 7.6218
HOMO in eV: -14.6130

Record 4
ORCA calculation (ωB97M-V with the def2-TZVPD basis set) on C3H3KMgO3 as an isolated structure.

Structure (XYZ):
```
11
Properties=species:S:1:pos:R:3:forces:R:3:mulliken_spin:R:1
H -1.091837 -0.286755 -0.825165 0.2 -0.1 0.2 0.00
C -0.375426 -0.465541 -0.008123 -0.8 0.7 0.1 0.08
O -2.152516 -2.351949 0.303223 -0.6 -0.6 0.1 0.01
H -0.824444 -0.119502 0.936226 0.1 -0.2 -0.2 0.00
H 3.114210 5.894936 0.555759 0.0 0.2 0.2 0.00
O 0.891101 1.542432 -0.417665 -0.1 -1.0 0.1 0.25
Mg -2.173938 -4.386189 0.467209 0.4 1.0 -0.1 0.00
C -0.954779 -2.738708 0.228751 0.5 0.5 -0.1 0.01
C 0.841589 0.366798 -0.272696 0.4 0.9 -0.2 0.66
K 2.727606 4.382327 -1.035890 -0.1 -0.3 -0.2 0.00
O -0.001565 -1.837848 0.068371 -0.1 -1.1 0.1 0.00
```
Positions in Å, forces in eV/Å.

Results
<S²>: 0.75
Electronic energy in eV: -31059.0451
Molar mass in g/mol: 150.5
Largest force on an atom in eV/A: 1.11
2S+1: 2
Total charge: +1
Relative energy (zero: lowest compared OMol25 entry of this formula, charge and spin) in eV: 5.3205
HOMO (alpha / beta) in eV: -8.2643 / -8.2649

- Which of these has the highest molar mass?
  C38H51BrHgNP3